[1]
Entry from the OMol25 dataset: 2 unconnected molecules or ions with the total composition C4H12 in a non-equilibrium geometry (the ωB97M-V functional and the def2-TZVPD basis).

XYZ file:
```
16
C4H12 the ωB97M-V functional and the def2-TZVPD basis
C -1.11927 1.38055 -2.26826
H 1.20962 -0.35776 3.35715
H 0.09170 -0.39459 -2.31237
H 1.03774 -2.52166 2.22718
H -0.92824 2.46143 -2.20265
H 0.64313 -1.57657 0.69184
H -1.72789 1.13949 -3.13487
C 0.25300 0.68192 -2.23364
C 0.44092 -0.35617 2.57327
H -0.50386 -2.06132 1.73455
H 0.95541 1.25450 -2.82924
H -1.64636 1.21765 -1.33163
H -0.43236 -0.47248 3.21174
H 0.58611 0.51392 1.94913
C 0.53089 -1.67965 1.76702
H 0.60946 0.77075 -1.19920
```

M in g/mol: 60.14
Gap between HOMO and LUMO in eV: 12.33
E in eV: -4341.7133
ΔE to the lowest compared entry with this formula, charge and spin in eV: 0.8150
Maximum force in hartree/bohr: 0.0462

Results of the natural (NBO) charge analysis, in e, for atoms 1 through 5:
1. C -0.61
2. H 0.20
3. H 0.21
4. H 0.21
5. H 0.20

---

[2]
Entry from the OMol25 dataset: 2 unconnected molecules or ions with the total composition C4H12 in a non-equilibrium geometry (the ωB97M-V functional and the def2-TZVPD basis).

XYZ file:
```
16
C4H12 the ωB97M-V functional and the def2-TZVPD basis
C 2.64131 -1.42122 0.04803
H -2.75443 0.66158 1.09179
H 3.14115 -2.31074 -0.33342
H -1.08961 0.32262 -0.51618
H 0.78344 -2.58586 -0.06305
C -1.44124 1.35114 -0.49234
C 1.16315 -1.58580 -0.25804
C -2.32750 1.60029 0.72890
H 2.85307 -1.11760 1.06720
H 0.50714 -0.92899 0.33243
H 0.89334 -1.19454 -1.24348
H -1.87400 1.65613 -1.43935
H -0.49929 1.89494 -0.35512
H 3.07625 -0.65932 -0.60993
H -3.20526 2.19004 0.48444
H -1.86753 2.12734 1.55811
```

M in g/mol: 60.14
Gap between HOMO and LUMO in eV: 12.74
E in eV: -4342.0882
ΔE to the lowest compared entry with this formula, charge and spin in eV: 0.4400
Maximum force in hartree/bohr: 0.0321

Results of the natural (NBO) charge analysis, in e, for atoms 1 through 5:
1. C -0.62
2. H 0.20
3. H 0.21
4. H 0.21
5. H 0.21

---

[3]
Entry from the OMol25 dataset: 2 unconnected molecules or ions with the total composition C4H12 in a non-equilibrium geometry (the ωB97M-V functional and the def2-TZVPD basis).

XYZ file:
```
16
C4H12 the ωB97M-V functional and the def2-TZVPD basis
H 0.90667 -1.07833 -2.28332
H 0.17022 -2.76660 -0.12989
H 1.01034 -2.79739 -2.45070
C 0.42770 1.75308 0.86423
H -0.20582 1.47163 -0.01177
C -0.46518 2.06218 2.02635
C -0.35440 -1.91540 -0.75509
H -0.08435 -1.00605 -0.26257
H -1.06761 2.96299 2.08519
H -0.42078 -1.73191 -2.91207
H -1.24499 1.30127 2.27347
H 1.09842 2.56858 0.53490
H -1.46825 -2.03783 -0.94065
H 1.16207 0.97555 1.09257
C 0.38051 -1.89120 -2.12487
H 0.21231 2.08616 2.94109
```

M in g/mol: 60.14
Gap between HOMO and LUMO in eV: 12.66
E in eV: -4341.4271
ΔE to the lowest compared entry with this formula, charge and spin in eV: 1.1011
Maximum force in hartree/bohr: 0.1100

Results of the natural (NBO) charge analysis, in e, for atoms 1 through 5:
1. H 0.19
2. H 0.21
3. H 0.20
4. C -0.62
5. H 0.20

---

[4]
Entry from the OMol25 dataset: 2 unconnected molecules or ions with the total composition C4H12 in a non-equilibrium geometry (the ωB97M-V functional and the def2-TZVPD basis).

XYZ file:
```
16
C4H12 the ωB97M-V functional and the def2-TZVPD basis
C 1.03382 -0.30789 -1.03119
C -1.43283 0.48832 1.94113
H 0.80496 0.35820 -1.85686
H 1.41890 0.27191 -0.20785
H -1.15174 0.70776 -0.12751
C -1.82760 1.12554 0.62266
H -1.55680 -0.57107 1.96352
H 0.16275 -0.86968 -0.71292
H 2.48296 -0.96385 -2.51631
H -0.40699 0.69587 2.23422
H -1.67018 2.20125 0.57621
H -2.02199 0.85160 2.78144
H 1.81976 -2.29622 -1.59327
H 3.03355 -1.29853 -0.88504
H -2.84303 0.86623 0.33248
C 2.15446 -1.25942 -1.52070
```

M in g/mol: 60.14
Gap between HOMO and LUMO in eV: 12.68
E in eV: -4342.2925
ΔE to the lowest compared entry with this formula, charge and spin in eV: 0.2358
Maximum force in hartree/bohr: 0.0260

Results of the natural (NBO) charge analysis, in e, for atoms 1 through 5:
1. C -0.62
2. C -0.61
3. H 0.21
4. H 0.21
5. H 0.21

---

[5]
Entry from the OMol25 dataset: 2 unconnected molecules or ions with the total composition C4H12 in a non-equilibrium geometry (the ωB97M-V functional and the def2-TZVPD basis).

XYZ file:
```
16
C4H12 the ωB97M-V functional and the def2-TZVPD basis
H 1.74725 -2.49081 1.34306
H -0.67178 1.90934 0.64914
H -2.00431 2.92444 0.45315
C 2.18037 -1.38221 -0.50832
H 2.31411 -0.31723 -0.66036
C -2.24178 0.79921 -0.34212
H 0.37398 -1.59980 0.72843
H 1.65753 -1.76554 -1.38426
C -1.48792 2.09689 -0.04270
H -1.10999 2.62737 -0.92031
H 1.64930 -0.76645 1.51711
H -2.87488 0.94724 -1.21099
C 1.46585 -1.57851 0.81027
H 3.15577 -1.87175 -0.47106
H -2.73373 0.35714 0.51717
H -1.41977 0.11067 -0.47821
```

M in g/mol: 60.14
Gap between HOMO and LUMO in eV: 12.59
E in eV: -4342.1442
ΔE to the lowest compared entry with this formula, charge and spin in eV: 0.3841
Maximum force in hartree/bohr: 0.0263

Results of the natural (NBO) charge analysis, in e, for atoms 1 through 5:
1. H 0.20
2. H 0.20
3. H 0.20
4. C -0.61
5. H 0.20

---

[6]
Entry from the OMol25 dataset: 2 unconnected molecules or ions with the total composition C4H12 in a non-equilibrium geometry (the ωB97M-V functional and the def2-TZVPD basis).

XYZ file:
```
16
C4H12 the ωB97M-V functional and the def2-TZVPD basis
H 0.35587 -2.56055 2.43172
H -0.32207 2.74962 -1.92329
H 1.18717 -1.11258 2.95910
H -0.18553 0.53965 -3.05433
H 0.55236 1.82013 -0.54164
H 0.15137 -1.83430 0.16181
H -1.53448 0.28034 -1.84538
C -0.49848 0.51947 -2.01300
H -0.02439 -0.25643 -1.45543
C 0.48668 -1.01047 0.78964
C -0.29753 1.91603 -1.21683
C 0.40302 -1.49297 2.28350
H -1.15053 2.01663 -0.51326
H -0.17715 -0.18395 0.49554
H -0.41017 -0.85397 2.71955
H 1.46388 -0.53665 0.72231
```

M in g/mol: 60.14
Gap between HOMO and LUMO in eV: 12.10
E in eV: -4341.4593
ΔE to the lowest compared entry with this formula, charge and spin in eV: 1.0689
Maximum force in hartree/bohr: 0.0561

Results of the natural (NBO) charge analysis, in e, for atoms 1 through 5:
1. H 0.21
2. H 0.21
3. H 0.20
4. H 0.21
5. H 0.21

---

Please write out number 4 again, unchanged.
Entry from the OMol25 dataset: 2 unconnected molecules or ions with the total composition C4H12 in a non-equilibrium geometry (the ωB97M-V functional and the def2-TZVPD basis).

XYZ file:
```
16
C4H12 the ωB97M-V functional and the def2-TZVPD basis
C 1.03382 -0.30789 -1.03119
C -1.43283 0.48832 1.94113
H 0.80496 0.35820 -1.85686
H 1.41890 0.27191 -0.20785
H -1.15174 0.70776 -0.12751
C -1.82760 1.12554 0.62266
H -1.55680 -0.57107 1.96352
H 0.16275 -0.86968 -0.71292
H 2.48296 -0.96385 -2.51631
H -0.40699 0.69587 2.23422
H -1.67018 2.20125 0.57621
H -2.02199 0.85160 2.78144
H 1.81976 -2.29622 -1.59327
H 3.03355 -1.29853 -0.88504
H -2.84303 0.86623 0.33248
C 2.15446 -1.25942 -1.52070
```

M in g/mol: 60.14
Gap between HOMO and LUMO in eV: 12.68
E in eV: -4342.2925
ΔE to the lowest compared entry with this formula, charge and spin in eV: 0.2358
Maximum force in hartree/bohr: 0.0260

Results of the natural (NBO) charge analysis, in e, for atoms 1 through 5:
1. C -0.62
2. C -0.61
3. H 0.21
4. H 0.21
5. H 0.21